11
Properties=species:S:1:pos:R:3 method="wB97M-V/def2-TZVPD" total_energy_ha=-641.536144 e_above_lowest_ev=4.024 smiles="[H]/N=C(/N=S)NC" homo_ev="-7.639 / -7.640" homo_lumo_gap_ev="6.99 / 6.99" e_lumo_ev="-0.64 / -0.65" spin_multiplicity=1
H 0.763 -2.524 -0.314
N 1.279 -1.685 -0.070
C 0.577 -0.674 0.075
N 1.607 0.807 0.088
S 3.041 0.377 0.001
N -0.704 -0.382 0.022
C -1.206 0.995 -0.132
H -1.272 -0.965 0.649
H -0.489 1.637 -0.765
H -2.259 1.015 -0.385
H -1.335 1.398 0.831